[1]
{
  "formula": "H4O2",
  "method": "ωB97M-V with the def2-TZVPD basis set",
  "multiplicity": 1,
  "relative_energy_kcal_mol": 2.2,
  "max_force_ev_per_a": 0.46,
  "smiles": "O.O",
  "gap_ev": 11.7,
  "homo_ev": -11.07,
  "symbols": ["O", "H", "H", "O", "H", "H"],
  "xyz": [[-21.402, 17.385, 18.349], [-20.617, 17.456, 18.892], [-22.125, 17.579, 18.946], [-23.383, 16.831, 16.231], [-22.807, 17.129, 16.935], [-23.242, 15.885, 16.190]],
  "mulliken_charge": [-0.672, 0.310, 0.322, -0.636, 0.364, 0.312]
}

[2]
{
  "formula": "C6H22NO5",
  "method": "ωB97M-V with the def2-TZVPD basis set",
  "multiplicity": 1,
  "relative_energy_kcal_mol": 82.7,
  "max_force_ev_per_a": 4.46,
  "total_charge": -1,
  "gap_ev": 8.3,
  "homo_ev": -5.01,
  "symbols": ["C", "N", "C", "C", "C", "C", "C", "O", "H", "H", "H", "H", "H", "H", "H", "H", "H", "H", "H", "H", "H", "H", "H", "H", "O", "H", "H", "O", "H", "H", "O", "H", "H", "O"],
  "xyz": [[-0.756, -0.533, -1.790], [-0.866, 0.014, -0.412], [0.176, -0.742, 0.437], [-0.608, -1.088, 1.679], [-1.757, -2.181, 1.650], [-1.354, -0.015, 2.470], [1.537, 0.150, 0.508], [1.730, 1.142, -0.343], [-1.519, 0.060, -2.362], [-1.091, -1.567, -1.681], [0.223, -0.502, -2.103], [-0.476, 1.067, -0.390], [0.525, -1.650, -0.051], [0.113, -1.449, 2.330], [-1.395, -3.111, 1.758], [-2.198, -2.174, 0.635], [-2.528, -2.125, 2.394], [-1.679, -0.397, 3.328], [-2.355, 0.201, 2.039], [-0.743, 0.789, 2.661], [2.333, -0.614, 0.366], [1.489, 0.585, 1.506], [1.024, 2.182, -0.621], [0.619, 2.901, -2.037], [0.265, 2.986, -1.174], [-1.135, 3.339, 0.815], [-1.310, 3.984, -0.437], [-1.827, 3.637, 0.315], [1.490, -2.388, -1.811], [2.753, -2.841, -0.771], [2.306, -2.885, -1.618], [2.705, 1.165, -1.728], [1.711, 0.857, -2.792], [2.600, 1.202, -2.769]],
  "mulliken_charge": [-0.775, -0.280, 0.294, 0.189, -1.619, -2.010, -0.244, -0.737, 0.340, 0.365, 0.025, 0.175, 0.119, 0.462, 0.500, 0.288, 0.365, 0.693, 0.357, 0.417, 0.009, 0.342, 0.344, 0.217, -0.831, 0.278, 0.324, -0.646, 0.374, 0.309, -0.656, 0.495, 0.255, -0.738]
}

[3]
{
  "formula": "C20H60O20",
  "method": "ωB97M-V with the def2-TZVPD basis set",
  "multiplicity": 1,
  "relative_energy_kcal_mol": 323.6,
  "max_force_ev_per_a": 11.81,
  "smiles": "OCCO.OCCO.OCCO.OCCO.OCCO.OCCO.OCCO.OCCO.OCCO.OCCO",
  "gap_ev": 9.8,
  "homo_ev": -9.69,
  "symbols": ["O", "C", "C", "O", "H", "H", "H", "H", "H", "H", "O", "C", "C", "O", "H", "H", "H", "H", "H", "H", "O", "C", "C", "O", "H", "H", "H", "H", "H", "H", "O", "C", "C", "O", "H", "H", "H", "H", "H", "H", "O", "C", "C", "O", "H", "H", "H", "H", "H", "H", "O", "C", "C", "O", "H", "H", "H", "H", "H", "H", "O", "C", "C", "O", "H", "H", "H", "H", "H", "H", "O", "C", "C", "O", "H", "H", "H", "H", "H", "H", "O", "C", "C", "O", "H", "H", "H", "H", "H", "H", "O", "C", "C", "O", "H", "H", "H", "H", "H", "H"],
  "xyz": [[1.331, -3.204, -0.419], [0.309, -4.108, -0.975], [-1.152, -3.442, -1.191], [-1.954, -4.544, -1.370], [2.167, -3.696, -0.472], [0.643, -4.735, -1.858], [0.385, -4.735, -0.135], [-1.216, -2.716, -2.069], [-1.390, -2.756, -0.257], [-2.964, -4.113, -1.400], [2.016, -0.631, 3.324], [2.493, 0.633, 3.625], [2.434, 0.896, 5.081], [3.080, 2.125, 5.281], [2.674, -1.241, 3.712], [3.502, 0.583, 3.212], [2.186, 1.441, 2.987], [2.964, 0.219, 5.667], [1.264, 0.913, 5.527], [2.999, 2.348, 6.289], [3.646, -4.375, 0.539], [4.124, -3.351, 1.421], [4.470, -2.109, 0.809], [5.028, -1.278, 1.872], [3.427, -5.197, 1.076], [3.254, -3.028, 1.952], [5.047, -3.890, 1.992], [3.572, -1.563, 0.325], [5.295, -2.331, 0.251], [4.848, -0.461, 1.557], [1.836, -4.581, -4.545], [1.793, -3.145, -4.478], [2.954, -2.580, -3.630], [2.961, -1.239, -3.405], [1.727, -4.891, -5.612], [1.647, -2.823, -5.543], [0.613, -2.848, -4.131], [3.845, -2.920, -4.267], [2.948, -3.143, -2.495], [2.483, -1.018, -2.691], [-0.322, 1.745, 0.991], [0.490, 0.697, 0.646], [0.563, 0.332, -0.831], [1.499, -0.731, -1.184], [-1.085, 1.672, 0.687], [1.530, 0.979, 0.778], [0.224, -0.186, 1.175], [0.577, 1.264, -1.395], [-0.368, 0.010, -1.310], [1.311, -1.535, -0.858], [1.258, 2.298, -7.153], [1.029, 1.275, -6.192], [0.027, 1.706, -5.127], [-1.178, 1.252, -5.682], [0.609, 2.057, -7.773], [0.761, 0.268, -6.609], [1.912, 1.026, -5.615], [0.042, 2.804, -5.041], [0.295, 0.996, -4.341], [-1.110, 1.603, -6.528], [-2.721, 1.094, -0.920], [-3.850, 0.352, -0.384], [-4.954, 1.367, -0.266], [-6.171, 0.859, 0.307], [-2.765, 1.313, -1.979], [-4.334, -0.383, -1.109], [-3.624, -0.367, 0.479], [-5.455, 1.789, -1.211], [-4.575, 2.272, 0.445], [-5.928, 0.407, 1.050], [-0.430, 5.027, -3.305], [-1.227, 4.053, -2.648], [-2.629, 4.614, -2.728], [-3.533, 3.847, -1.957], [-0.948, 5.285, -4.092], [-1.167, 2.976, -3.018], [-0.934, 3.963, -1.426], [-2.753, 4.582, -3.733], [-2.728, 5.682, -2.486], [-3.743, 3.133, -2.401], [-0.350, -2.206, 3.631], [-1.215, -1.181, 3.919], [-2.578, -1.796, 4.245], [-3.462, -0.768, 4.644], [0.438, -1.875, 3.355], [-0.824, -0.819, 4.727], [-1.325, -0.272, 3.221], [-2.605, -2.706, 4.778], [-3.139, -2.186, 3.391], [-2.957, -0.122, 5.180], [-0.248, 3.786, 3.486], [-1.309, 3.698, 4.399], [-1.413, 2.326, 4.818], [-2.329, 2.043, 5.923], [-0.340, 3.336, 2.788], [-1.107, 4.359, 5.189], [-2.172, 4.200, 3.727], [-0.427, 1.903, 5.261], [-1.419, 1.763, 3.896], [-2.115, 2.664, 6.645]],
  "mulliken_charge": [-0.515, -0.610, 0.007, -0.582, 0.182, 0.377, 0.477, 0.130, 0.026, 0.371, -0.263, -0.484, -0.301, -0.561, 0.188, 0.184, 0.392, 0.485, -0.015, 0.343, -0.577, -0.516, 0.086, -0.564, 0.337, 0.299, 0.230, -0.085, 0.438, 0.293, -0.578, -0.167, -0.072, -0.541, 0.356, 0.430, -0.063, 0.260, -0.097, 0.595, -0.217, -0.042, -0.717, -0.285, 0.071, 0.189, 0.093, 0.367, 0.294, 0.203, -0.495, -0.931, 0.252, -0.510, 0.361, 0.384, 0.363, 0.204, 0.096, 0.268, -0.195, -0.288, -0.168, -0.546, 0.186, 0.191, 0.282, 0.177, 0.156, 0.294, -0.533, 1.021, -0.946, -0.343, 0.336, -0.440, -0.045, 0.479, 0.290, 0.149, -0.590, 0.085, -0.637, -0.565, 0.331, 0.521, 0.000, 0.316, 0.302, 0.302, -0.502, -0.345, 0.646, -0.573, 0.270, 0.276, 0.210, -0.118, -0.163, 0.333]
}

[4]
{
  "formula": "Cl2H3PSi",
  "method": "ωB97M-V with the def2-TZVPD basis set",
  "multiplicity": 1,
  "relative_energy_kcal_mol": 70.1,
  "max_force_ev_per_a": 3.23,
  "smiles": "[H]/P=[SiH]/Cl.Cl",
  "gap_ev": 7.7,
  "homo_ev": -8.17,
  "symbols": ["H", "P", "Si", "Cl", "H", "Cl", "H"],
  "xyz": [[-0.550, 1.087, 0.384], [-1.017, 0.339, -0.598], [-0.709, -1.359, 0.587], [-1.341, -3.156, -0.047], [-0.470, -1.175, 1.993], [2.119, 0.607, -0.488], [2.794, -0.062, -1.337]],
  "mulliken_charge": [-0.031, -0.085, 0.348, -0.182, -0.043, -0.258, 0.251]
}

[5]
{
  "formula": "C6H7NO",
  "method": "ωB97M-V with the def2-TZVPD basis set",
  "multiplicity": 1,
  "relative_energy_kcal_mol": 67.5,
  "max_force_ev_per_a": 3.50,
  "gap_ev": 10.1,
  "homo_ev": -9.07,
  "symbols": ["C", "C", "C", "C", "C", "C", "H", "H", "H", "H", "H", "H", "H", "N", "O"],
  "xyz": [[-0.252, 1.202, -0.114], [-0.963, 0.061, -1.017], [-0.852, 0.275, 1.017], [0.201, -0.887, 0.822], [1.314, -0.416, -0.064], [0.065, -1.040, -0.725], [1.735, 1.468, 0.549], [-0.796, 2.179, -0.371], [-1.333, 0.177, -2.067], [-1.091, 0.669, 1.976], [0.172, -1.904, 1.350], [2.386, -0.674, -0.172], [0.133, -2.086, -1.043], [1.189, 1.074, -0.195], [-1.910, -0.098, 0.051]],
  "mulliken_charge": [-0.410, -0.021, -0.102, -0.322, -0.330, -0.579, 0.259, 0.370, 0.447, 0.493, 0.342, 0.401, 0.397, -0.497, -0.448]
}

[6]
{
  "formula": "CH4O2S",
  "method": "ωB97M-V with the def2-TZVPD basis set",
  "multiplicity": 1,
  "relative_energy_kcal_mol": 109.1,
  "max_force_ev_per_a": 4.38,
  "gap_ev": [9.1, 8.9],
  "homo_ev": [-11.09, -9.58],
  "symbols": ["C", "O", "O", "S", "H", "H", "H", "H"],
  "xyz": [[0.906, -0.656, -0.060], [-1.011, 0.525, 1.361], [0.047, 1.952, -0.416], [-0.486, 0.695, 0.017], [1.259, -1.010, -0.941], [1.664, -0.177, 0.543], [0.517, -1.433, 0.596], [-2.896, 0.105, -1.100]],
  "mulliken_charge": [-0.841, -0.441, -0.457, 0.729, 0.363, 0.299, 0.308, 0.040]
}

[7]
{
  "formula": "C3H4N2O",
  "method": "ωB97M-V with the def2-TZVPD basis set",
  "multiplicity": 1,
  "relative_energy_kcal_mol": 103.7,
  "max_force_ev_per_a": 1.35,
  "gap_ev": 9.4,
  "homo_ev": -9.10,
  "symbols": ["O", "C", "C", "N", "C", "N", "H", "H", "H", "H"],
  "xyz": [[0.325, -0.572, -1.774], [-0.370, 0.381, -1.223], [0.397, 1.198, -0.265], [0.525, 0.936, 0.978], [-0.703, -1.605, 1.335], [-1.118, -2.390, 0.593], [-0.275, -1.038, -2.379], [0.642, 2.174, -0.711], [0.874, 1.749, 1.479], [-0.298, -0.833, 1.967]],
  "mulliken_charge": [-0.301, -0.455, 0.282, -0.531, 0.154, -0.417, 0.439, 0.334, 0.217, 0.278]
}

[8]
{
  "formula": "C18H33BNO10P3",
  "method": "ωB97M-V with the def2-TZVPD basis set",
  "multiplicity": 1,
  "max_force_ev_per_a": 8.04,
  "smiles": "CC[C@@]1(B(O)OC)[C@H](PP(=O)(O)O)NC(=O)[C@@H]1CCc1ccccc1.COP(=O)(OC)OC",
  "gap_ev": 7.2,
  "homo_ev": -8.81,
  "symbols": ["C", "C", "C", "B", "O", "O", "C", "C", "P", "P", "O", "O", "O", "N", "C", "O", "C", "C", "C", "C", "C", "C", "C", "C", "C", "H", "H", "H", "H", "H", "H", "H", "H", "H", "H", "H", "H", "H", "H", "H", "H", "H", "H", "H", "H", "H", "H", "H", "H", "C", "O", "P", "O", "O", "C", "O", "C", "H", "H", "H", "H", "H", "H", "H", "H", "H"],
  "xyz": [[-3.612, -2.595, 0.035], [-2.286, -2.559, -0.788], [-2.150, -1.283, -1.674], [-2.911, -1.471, -3.073], [-3.030, -0.447, -3.999], [-3.472, -2.706, -3.420], [-4.855, -2.831, -3.060], [-2.469, 0.036, -0.876], [-3.937, 1.062, -1.407], [-4.475, 2.111, 0.433], [-4.019, 1.342, 1.612], [-6.085, 2.283, 0.437], [-3.760, 3.542, 0.474], [-1.307, 0.967, -1.053], [-0.587, 0.424, -2.156], [-0.164, 1.025, -3.113], [-0.584, -1.071, -1.790], [0.207, -2.062, -2.636], [1.661, -1.621, -2.917], [2.594, -1.847, -1.722], [3.576, -0.880, -1.504], [4.437, -0.983, -0.429], [4.334, -2.054, 0.447], [3.383, -3.030, 0.228], [2.521, -2.923, -0.854], [-3.932, -3.644, 0.091], [-4.438, -2.051, -0.439], [-3.454, -2.165, 1.029], [-2.161, -3.465, -1.391], [-1.471, -2.572, -0.049], [-3.970, -0.313, -4.183], [-5.491, -3.082, -3.915], [-4.930, -3.640, -2.318], [-5.214, -1.920, -2.555], [-2.499, -0.170, 0.202], [-5.056, 0.259, -1.744], [-6.357, 1.827, 1.250], [-3.446, 3.724, 1.371], [-1.539, 1.952, -1.136], [-0.206, -1.064, -0.759], [-0.290, -2.318, -3.584], [0.237, -3.001, -2.064], [2.064, -2.038, -3.847], [1.641, -0.533, -3.071], [3.650, -0.025, -2.176], [5.202, -0.227, -0.267], [5.007, -2.099, 1.302], [3.304, -3.875, 0.909], [1.769, -3.696, -1.015], [2.545, 3.861, 1.405], [2.945, 4.183, 2.735], [3.880, 3.044, 3.528], [4.755, 2.640, 2.378], [2.618, 2.038, 3.736], [1.483, 2.516, 4.468], [4.751, 2.230, 4.715], [5.958, 2.864, 5.166], [1.695, 4.502, 1.165], [3.353, 4.072, 0.709], [2.238, 2.819, 1.325], [0.665, 2.709, 3.772], [1.705, 3.433, 5.016], [1.175, 1.748, 5.176], [5.743, 3.849, 5.580], [6.670, 2.956, 4.344], [6.392, 2.244, 5.946]],
  "mulliken_charge": [-1.356, -1.244, 0.257, 0.993, -0.555, -0.447, -0.594, -0.036, -0.290, 0.984, -0.673, -0.508, -0.502, -0.205, -0.004, -0.649, 0.283, -1.026, -1.120, 0.780, -0.565, -0.583, -0.467, -0.684, -0.084, 0.320, 0.252, 0.448, 0.555, 0.402, 0.331, 0.258, 0.202, 0.202, 0.529, 0.016, 0.329, 0.342, 0.366, 0.487, 0.446, 0.169, 0.442, 0.377, 0.355, 0.384, 0.371, 0.385, 0.333, -0.635, -0.436, 1.153, -0.653, -0.315, -0.662, -0.248, -0.735, 0.240, 0.261, 0.330, 0.223, 0.330, 0.264, 0.314, 0.326, 0.239]
}

[9]
{
  "formula": "C2H10N2O2P",
  "method": "ωB97M-V with the def2-TZVPD basis set",
  "multiplicity": 1,
  "relative_energy_kcal_mol": 126.0,
  "max_force_ev_per_a": 4.48,
  "total_charge": 1,
  "gap_ev": 10.0,
  "homo_ev": -13.30,
  "symbols": ["C", "C", "N", "N", "O", "O", "P", "H", "H", "H", "H", "H", "H", "H", "H", "H", "H"],
  "xyz": [[-1.034, 0.599, -1.367], [-0.385, -1.643, 0.696], [1.496, 2.056, 1.515], [-0.404, -2.070, -0.715], [1.679, -0.199, -0.692], [0.176, 1.745, 1.406], [0.201, -0.280, -0.398], [-0.852, 1.551, -0.979], [-0.795, 0.271, -2.431], [-2.028, 0.209, -1.190], [0.416, -1.856, 1.402], [-1.327, -1.637, 1.086], [1.532, 2.904, 0.875], [1.935, 2.386, 2.498], [2.188, 1.421, 1.091], [0.289, -2.670, -1.106], [-1.382, -2.444, -0.826]],
  "mulliken_charge": [-0.841, -0.418, -0.253, -0.303, -0.669, -0.634, 0.859, 0.338, 0.342, 0.364, 0.241, 0.357, 0.341, 0.361, 0.304, 0.293, 0.318]
}

[10]
{
  "formula": "C3H5N3",
  "method": "ωB97M-V with the def2-TZVPD basis set",
  "multiplicity": 1,
  "relative_energy_kcal_mol": 38.4,
  "max_force_ev_per_a": 2.17,
  "smiles": "Cc1cn[nH]n1",
  "gap_ev": 10.9,
  "homo_ev": -9.83,
  "symbols": ["C", "C", "C", "N", "N", "N", "H", "H", "H", "H", "H"],
  "xyz": [[-1.668, -0.417, 0.002], [-0.142, -0.299, -0.158], [0.468, 1.032, -0.068], [1.761, 0.926, 0.004], [2.048, -0.359, -0.137], [0.832, -1.190, -0.190], [-1.905, 0.188, 0.890], [-2.205, 0.058, -0.831], [-2.129, -1.399, 0.165], [0.069, 2.043, -0.124], [2.869, -0.568, 0.455]],
  "mulliken_charge": [-1.025, 0.637, -0.165, -0.457, 0.026, -0.566, 0.271, 0.288, 0.327, 0.395, 0.271]
}

Number 9 is which compound? C2H10N2O2P

Number 3 is which compound? C20H60O20